Entry 1:
Entry from OMol25: one molecule with the formula C4H5NO (ωB97M-V with the def2-TZVPD basis set).

frontier orbital gap = 10.6 eV
charge = 0
LUMO energy = 0.733 eV
structure (SMILES) = C#CC(=O)NC

CARTESIAN COORDINATES (ANGSTROEM)
C: -2.352 -0.400 0.199
C: -1.230 -0.577 0.603
C: 0.069 -0.295 1.222
O: 0.249 -0.439 2.414
N: 0.966 0.306 0.374
C: 1.006 0.163 -1.071
H: -3.332 -0.196 -0.170
H: 1.512 1.044 0.792
H: 1.690 0.917 -1.467
H: 0.024 0.301 -1.542
H: 1.398 -0.823 -1.355

Entry 2:
Entry from OMol25: C4H5NO as an isolated structure at a distorted geometry (ωB97M-V with the def2-TZVPD basis set).

frontier orbital gap = 9.6 eV
charge = 0
LUMO energy = 0.280 eV

CARTESIAN COORDINATES (ANGSTROEM)
O: -0.721 1.331 -0.859
C: -0.861 0.341 0.105
C: -0.370 -1.059 -0.291
C: 0.218 0.001 1.056
C: 1.487 0.540 0.643
N: 2.505 1.033 0.373
H: 0.168 1.714 -0.804
H: -1.872 0.359 0.505
H: -1.090 -1.859 -0.128
H: 0.181 -1.072 -1.228
H: 0.356 -1.328 0.628

Entry 3:
Entry from OMol25: one molecule with the formula C4H5NO at a distorted geometry (ωB97M-V with the def2-TZVPD basis set).

frontier orbital gap = 11.4 eV
charge = 0
LUMO energy = 0.703 eV
structure (SMILES) = C=C[C@H](O)C#N

CARTESIAN COORDINATES (ANGSTROEM)
C: -0.429 -1.515 -0.684
C: -0.219 -0.768 0.391
C: -0.235 0.747 0.372
O: -0.507 1.318 -0.882
C: 1.071 1.227 0.891
N: 2.125 1.559 1.231
H: -0.395 -2.598 -0.628
H: -0.651 -1.067 -1.649
H: -0.007 -1.214 1.361
H: -1.023 1.111 1.042
H: 0.270 1.198 -1.445

Entry 4:
Entry from OMol25: one molecule with the formula C4H5NO at a distorted geometry (ωB97M-V with the def2-TZVPD basis set).

frontier orbital gap = 11.0 eV
charge = 0
LUMO energy = 0.657 eV
structure (SMILES) = N#C[C@@H]1C[C@@H]1O

CARTESIAN COORDINATES (ANGSTROEM)
N: 2.741 0.563 0.553
C: 1.652 0.172 0.590
C: 0.309 -0.345 0.673
C: -0.306 -0.993 -0.555
C: -0.831 0.313 -0.096
O: -0.586 1.385 -0.937
H: 0.062 -0.772 1.641
H: -0.893 -1.894 -0.413
H: 0.295 -0.958 -1.459
H: -1.785 0.327 0.431
H: -0.658 2.202 -0.428

Entry 5:
Entry from OMol25: a 2-piece molecular cluster, C4H5NO overall at a distorted geometry (ωB97M-V with the def2-TZVPD basis set).

frontier orbital gap = 9.9 eV
charge = 0
LUMO energy = 0.810 eV

CARTESIAN COORDINATES (ANGSTROEM)
C: 1.903 0.999 -0.150
C: -1.887 0.201 -0.112
C: -1.311 0.544 1.009
C: 1.413 -0.696 0.409
N: 0.785 0.558 0.428
O: 2.591 -0.121 -0.178
H: -3.040 0.442 -0.057
H: -1.607 -0.243 -0.983
H: 2.342 1.886 -0.428
H: 1.541 -1.029 1.372
H: 0.902 -1.508 -0.166

Entry 6:
Entry from OMol25: a 2-piece molecular cluster, C4H5NO overall at a distorted geometry (ωB97M-V with the def2-TZVPD basis set).

frontier orbital gap (spin up / spin down) = 7.9 / 7.3 eV
charge = 0
LUMO energy (spin up / spin down) = -0.178 / -0.416 eV

CARTESIAN COORDINATES (ANGSTROEM)
C: -1.974 -0.496 0.710
C: 1.036 -0.015 0.544
C: 1.111 0.988 -0.489
C: -1.116 -1.131 -0.160
N: -2.632 0.153 1.376
O: 1.619 -0.550 1.364
H: 1.081 0.426 -1.405
H: 2.141 1.574 -0.327
H: 0.388 1.806 -0.516
H: -1.064 -0.710 -1.191
H: -0.591 -2.045 0.094

Question: What is the charge in the sixth record?
Answer: 0

Question: What is the charge in the fourth record?
Answer: 0

What did the second record say?
Entry from OMol25: C4H5NO as an isolated structure at a distorted geometry (ωB97M-V with the def2-TZVPD basis set).

frontier orbital gap = 9.6 eV
charge = 0
LUMO energy = 0.280 eV

CARTESIAN COORDINATES (ANGSTROEM)
O: -0.721 1.331 -0.859
C: -0.861 0.341 0.105
C: -0.370 -1.059 -0.291
C: 0.218 0.001 1.056
C: 1.487 0.540 0.643
N: 2.505 1.033 0.373
H: 0.168 1.714 -0.804
H: -1.872 0.359 0.505
H: -1.090 -1.859 -0.128
H: 0.181 -1.072 -1.228
H: 0.356 -1.328 0.628